ORCA calculation (the ωB97M-V functional and the def2-TZVPD basis) on a structure of composition C31H38AsBrCl2IrN2O6SSi2.

The geometry in XYZ format:
```
85
Properties=species:S:1:pos:R:3:forces:R:3:lowdin_charge:R:1
Ir 0.0341 -0.8091 1.7458 0.118 0.224 -0.053 0.673
O 1.1453 1.5177 -3.4181 0.006 -0.032 -0.051 -0.422
C -1.0373 2.7950 -3.6534 0.042 -0.029 -0.011 -0.469
C -0.9598 2.7335 -5.0624 -0.004 -0.012 -0.014 -0.136
C -2.1435 3.2939 -5.5195 0.027 0.041 0.000 -0.156
C -2.9130 3.7317 -4.4081 -0.010 -0.019 -0.008 -0.150
C -2.2217 3.4492 -3.2396 0.008 -0.016 -0.003 -0.150
C -0.4425 1.9569 -1.2373 0.072 -0.250 0.004 -0.319
C -1.4071 0.8236 -1.2040 -0.001 -0.044 0.106 -0.496
O -0.7675 -0.4220 -1.3220 0.038 0.137 -0.056 -0.539
N -2.1065 0.8991 0.1127 0.021 -0.081 0.151 0.045
N -1.2856 0.6845 1.1786 -0.060 0.039 -0.322 -0.195
C -1.2376 1.3593 2.2715 -0.037 0.069 -0.012 -0.119
C -0.3008 0.5981 3.1079 -0.126 -0.055 -0.022 -0.310
Br 1.7564 -2.3231 2.6066 0.118 -0.043 0.068 0.069
C 0.1537 0.7914 4.3455 0.089 0.027 -0.039 -0.084
C -0.2354 1.8771 5.2606 0.002 0.046 0.007 -0.218
C 0.7148 2.3974 6.1418 0.002 0.013 -0.016 -0.042
C 0.3945 3.4280 7.0101 0.000 -0.003 0.001 -0.090
C -0.8900 3.9545 7.0247 -0.002 -0.005 -0.007 -0.101
C -1.8517 3.4289 6.1736 0.002 0.005 0.011 -0.087
C -1.5303 2.3962 5.3061 -0.021 -0.018 0.002 -0.044
H 0.2849 2.0260 -0.4496 0.244 0.019 0.183 0.059
H -0.1558 2.3056 -5.6374 0.015 -0.033 0.001 0.094
H -2.4351 3.3700 -6.5575 -0.003 -0.002 0.002 0.079
H -3.8818 4.2080 -4.4583 0.002 -0.001 -0.003 0.078
H -2.4916 3.6885 -2.2239 -0.001 -0.005 -0.004 0.088
H -2.1972 0.9548 -1.9470 -0.012 -0.055 -0.059 0.112
H -2.5749 1.8003 0.1843 0.037 -0.013 0.099 0.138
H -1.7790 2.2874 2.4422 -0.018 -0.023 0.033 0.129
H 0.9218 0.1132 4.7046 -0.018 -0.018 0.013 0.096
H 1.7189 1.9902 6.1309 0.002 0.001 0.002 0.113
H 1.1500 3.8212 7.6785 -0.001 0.001 0.000 0.099
H -1.1435 4.7580 7.7041 0.001 0.000 -0.001 0.096
H -2.8636 3.8139 6.1955 0.002 0.000 0.000 0.100
H -2.3035 1.9600 4.6865 0.011 -0.010 -0.008 0.106
Cl 0.2682 2.4017 -2.6229 -0.343 -0.126 -0.043 0.985
C 1.4251 3.6084 -2.0407 0.436 0.106 0.173 -0.737
Cl 0.5649 5.0572 -1.5015 -0.078 0.098 -0.011 0.460
C 2.8456 0.2371 0.3891 -0.342 -0.192 0.679 -0.409
O 3.7909 -0.0142 -0.2109 0.114 0.128 -0.249 0.248
O 1.9168 0.4695 1.0632 0.071 0.221 -0.468 0.037
H 1.9172 3.8445 -2.9857 -0.068 0.037 -0.060 -0.007
O -1.3620 -7.2650 6.4767 0.002 -0.005 -0.007 0.103
C -1.1292 -5.9469 6.7003 0.005 -0.001 0.008 -0.482
O -0.8091 -5.5906 7.8008 -0.016 0.003 -0.002 0.108
C -1.2887 -5.0228 5.5402 0.002 0.004 -0.002 -0.144
C -0.8546 -3.7070 5.7008 0.016 -0.003 -0.001 -0.003
C -0.9699 -2.7938 4.6733 -0.007 -0.003 0.007 -0.124
C -1.5211 -3.1743 3.4498 0.018 0.004 0.002 -0.641
S -1.7913 -2.0410 2.1212 -0.126 -0.124 -0.012 0.594
C -1.9639 -4.4847 3.2874 0.017 0.015 0.005 -0.108
C -1.8504 -5.3969 4.3231 -0.016 -0.003 -0.005 -0.034
H -1.5367 -7.4132 5.5410 0.013 0.001 -0.004 0.080
H -0.4254 -3.4197 6.6511 -0.001 0.000 0.002 0.122
H -0.6293 -1.7758 4.8037 -0.004 -0.009 0.001 0.077
H -2.3909 -4.7874 2.3401 0.002 0.002 -0.011 0.101
H -2.2269 -6.3997 4.1470 -0.004 0.001 0.016 0.107
C -0.4432 -1.2503 -5.0967 0.011 -0.014 -0.031 -0.200
Si -2.0284 -1.4993 -4.1418 -0.105 0.050 0.012 0.312
C -3.1513 -0.0196 -4.3669 0.036 -0.007 0.014 -0.210
C -2.9647 -3.0090 -4.7711 0.009 -0.002 0.006 -0.227
As -1.7733 -1.9126 -1.8059 -0.032 0.041 0.044 0.997
Si 0.1960 -3.2486 -1.9281 -0.049 -0.085 0.000 0.318
C 0.0191 -4.5046 -3.3190 0.036 0.010 -0.026 -0.228
C 0.4236 -4.2480 -0.3608 -0.099 0.001 -0.059 -0.240
C 1.6690 -2.1281 -2.1695 0.019 0.039 0.017 -0.188
H -0.6818 -1.0400 -6.1432 0.008 0.011 -0.005 0.036
H 0.2122 -2.1218 -5.0609 -0.017 0.058 -0.035 0.006
H 0.1009 -0.3942 -4.6981 0.040 0.096 0.020 0.008
H -3.5289 -0.0134 -5.3939 0.001 0.004 0.000 0.037
H -2.6329 0.9308 -4.2158 -0.052 -0.059 0.020 -0.007
H -4.0106 -0.0646 -3.6934 0.002 -0.012 -0.009 0.033
H -3.2696 -2.8243 -5.8053 0.002 -0.007 0.001 0.028
H -3.8712 -3.1786 -4.1855 0.006 0.006 0.000 0.025
H -2.3716 -3.9230 -4.7553 0.013 -0.015 0.006 0.002
H -0.9286 -5.0425 -3.2426 0.009 -0.007 0.009 0.024
H 0.8218 -5.2426 -3.2345 0.009 0.009 0.006 0.031
H 0.0773 -4.0541 -4.3098 -0.025 -0.052 0.025 0.004
H -0.3105 -5.0568 -0.3105 -0.013 0.030 0.014 0.029
H 0.3301 -3.6496 0.5450 0.010 -0.060 -0.010 -0.072
H 1.4220 -4.6957 -0.3622 -0.008 0.003 0.022 0.036
H 1.5317 -1.4081 -2.9760 0.000 0.010 -0.001 0.020
H 2.5633 -2.7264 -2.3661 0.003 0.015 -0.001 0.043
H 1.8452 -1.5566 -1.2554 -0.048 -0.068 -0.054 0.002
```
Forces are in eV/Å.

Values from the calculation:
- 2S+1: 1
- Gap between HOMO and LUMO: 0.2459 Eh
- Energy above the lowest of the compared OMol25 structures with the same formula, charge and spin: 1098.02 kJ/mol
- Max |F|: 0.78 eV/A
- Charge: -1